A structure of composition C9H19NO2 in a non-equilibrium geometry, computed with wB97M-V/def2-TZVPD.

XYZ file:
```
31
Properties=species:S:1:pos:R:3:nbo_charge:R:1
C -4.948 -0.144 0.170 -0.607
C -3.441 -0.463 0.586 -0.373
C -2.369 0.011 -0.464 -0.393
C -1.062 -0.421 0.034 -0.417
C -0.033 -0.196 -1.128 -0.302
C 1.309 -0.460 -0.487 -0.466
H 1.937 -0.440 -1.241 0.202
H 1.361 -1.384 -0.305 0.215
C 1.872 0.573 0.468 0.045
N 2.283 1.849 0.118 -0.833
H 2.950 2.075 -0.521 0.374
H 1.338 2.419 -0.424 0.346
C 3.209 -0.258 1.084 -0.444
C 4.172 -0.511 0.204 0.727
O 4.385 -1.775 -0.159 -0.712
O 4.668 0.346 -0.416 -0.604
H 5.394 -0.164 -1.133 0.526
H 3.645 0.646 1.864 0.210
H 3.009 -0.800 1.778 0.212
H 1.149 0.695 1.478 0.191
H -0.326 -0.556 -1.994 0.199
H -0.244 1.146 -1.038 0.140
H -0.947 0.275 1.044 0.190
H -1.103 -1.404 0.461 0.208
H -2.608 1.157 -0.907 0.214
H -2.629 -0.606 -1.374 0.189
H -3.402 -0.088 1.513 0.190
H -3.480 -1.357 0.785 0.180
H -5.182 0.881 -0.017 0.198
H -5.173 -0.737 -0.757 0.189
H -5.732 -0.308 0.779 0.205
```

maximum force: 14.81 eV/Å
HOMO-LUMO gap: 10.08 eV
energy relative to the best compared isomer or geometry (same formula, charge and spin): 1011.1 kJ/mol
LUMO energy: 0.502 eV
highest occupied orbital energy: -0.3521 Eh



The ion C9H19NO3P with charge +1 in a non-equilibrium geometry, computed with wB97M-V/def2-TZVPD.

XYZ file:
```
33
Properties=species:S:1:pos:R:3:nbo_charge:R:1
C 1.849 1.449 -1.723 -0.410
N 0.779 0.408 -1.405 -0.032
C 1.180 -0.131 0.042 0.759
O 1.674 -1.206 0.046 -0.457
C 0.866 0.841 1.189 -0.873
P -0.445 -0.159 2.337 1.937
C 0.553 -1.071 3.551 -1.061
C -1.309 0.924 3.575 -1.006
O -1.278 -0.906 1.378 -1.090
C 0.846 -0.658 -2.529 -0.252
C -0.408 -1.522 -2.390 -0.430
C -1.647 -0.582 -2.622 -0.441
C -1.573 0.421 -1.472 -0.140
O -0.424 1.115 -1.478 -0.346
H 1.912 1.635 -2.774 0.244
H 1.633 2.398 -1.093 0.252
H 2.813 1.015 -1.393 0.239
H 0.263 1.711 0.719 0.268
H 1.720 1.230 1.782 0.292
H 1.160 -2.000 3.091 0.283
H 1.335 -0.575 4.231 0.281
H -0.298 -1.277 4.246 0.257
H -2.195 1.360 3.166 0.261
H -1.748 0.160 4.279 0.261
H -0.721 1.674 4.183 0.273
H 1.602 -1.467 -2.563 0.280
H 0.823 -0.007 -3.411 0.224
H -0.516 -2.014 -1.387 0.244
H -0.265 -2.253 -3.243 0.242
H -1.602 -0.116 -3.665 0.218
H -2.456 -1.359 -2.474 0.247
H -2.347 1.203 -1.665 0.235
H -1.776 -0.240 -0.526 0.241
```

maximum force: 5.63 eV/Å
HOMO-LUMO gap: 10.26 eV
structure (SMILES): C[N@+]1(C(=O)CP(C)(C)=O)CCCCO1
energy relative to the best compared isomer or geometry (same formula, charge and spin): 421.9 kJ/mol
LUMO energy: -3.392 eV
highest occupied orbital energy: -0.5017 Eh
charge: +1



A structure of composition C9H20AsF3INO2P in a non-equilibrium geometry, computed with wB97M-V/def2-TZVPD.

XYZ file:
```
38
Properties=species:S:1:pos:R:3:nbo_charge:R:1
C -3.171 -0.996 3.356 -0.270
O -3.470 -0.150 2.205 -0.546
C -3.566 -0.948 1.008 -0.067
C -2.134 -1.598 0.588 -0.446
C -1.848 -1.472 -0.977 -0.405
C -0.895 -0.230 -1.367 -0.419
C 0.549 -0.500 -0.678 -0.771
As 2.028 0.652 -1.438 0.859
C 0.891 2.351 -1.451 -0.898
C 0.387 2.858 -0.037 0.497
O -0.311 2.235 0.769 -0.565
I 0.952 4.908 0.588 -0.072
P 2.889 1.230 0.640 0.845
N 4.334 0.529 0.945 -1.318
C 3.231 -0.984 -1.641 0.709
F 2.811 -1.728 -2.803 -0.392
F 3.262 -1.876 -0.549 -0.364
F 4.570 -0.580 -1.956 -0.371
H -2.049 -1.205 3.368 0.180
H -3.415 -0.393 4.294 0.194
H -3.739 -1.988 3.311 0.167
H -3.815 -0.220 0.157 0.189
H -4.364 -1.768 1.086 0.156
H -2.195 -2.690 0.949 0.193
H -1.341 -1.110 1.249 0.227
H -2.822 -1.499 -1.578 0.194
H -1.249 -2.411 -1.268 0.202
H -0.826 -0.157 -2.503 0.211
H -1.384 0.726 -1.002 0.207
H 0.502 -0.356 0.458 0.213
H 0.720 -1.628 -0.830 0.222
H 3.187 1.493 -2.109 -0.125
H 1.500 0.363 -2.898 -0.167
H -0.005 2.303 -2.171 0.263
H 1.550 3.195 -1.871 0.241
H 3.132 2.653 0.612 -0.065
H 1.941 0.974 1.711 -0.049
H 4.166 0.014 1.833 0.340
```

maximum force: 4.13 eV/Å
HOMO-LUMO gap: 6.39 eV
LUMO energy: 2.470 eV
highest occupied orbital energy: -0.1442 Eh
charge: -1



A structure of composition C9H20AuClIO2P in a non-equilibrium geometry, computed with wB97M-V/def2-TZVPD.

XYZ file:
```
35
Properties=species:S:1:pos:R:3:lowdin_spin:R:1
C -1.265 0.666 -2.753 0.145
I -2.517 -1.062 -1.558 0.759
H -0.770 1.664 -2.867 0.039
H -2.196 1.020 -2.113 0.040
H -1.033 0.130 -3.703 0.001
Au 2.699 0.044 0.204 0.370
P 3.624 -1.952 0.598 0.167
C 3.091 -3.362 -0.365 0.049
C 5.307 -1.483 0.153 0.019
H 3.575 -1.357 2.892 -0.001
H 3.995 -3.084 2.625 0.005
H 2.298 -2.515 2.489 0.001
C 3.347 -2.265 2.328 0.016
H 5.572 -0.588 0.723 -0.001
H 5.966 -2.329 0.382 0.005
H 3.945 -4.059 -0.377 0.011
H 2.828 -3.057 -1.391 0.004
H 5.324 -1.236 -0.905 0.002
H 2.216 -3.830 0.130 0.000
C -0.418 0.050 -1.826 0.016
O 0.532 -0.488 -1.248 0.030
Cl 3.673 1.189 2.001 0.313
C -3.887 2.354 1.431 0.000
C -4.938 2.271 0.319 0.001
C -4.120 1.934 -0.949 0.005
O -2.703 1.969 -0.657 0.003
C -2.513 2.161 0.750 0.000
H -3.937 3.310 1.913 0.000
H -3.984 1.544 2.197 0.000
H -5.417 3.237 0.153 0.000
H -5.692 1.487 0.470 0.000
H -4.314 0.873 -1.150 0.002
H -4.373 2.453 -1.923 0.000
H -1.890 3.074 0.937 0.000
H -2.025 1.241 1.091 0.000
```

maximum force: 9.38 eV/Å
HOMO-LUMO gap (alpha / beta): 7.21 / 6.05 eV
energy relative to the best compared isomer or geometry (same formula, charge and spin): 135.5 kJ/mol
LUMO energy (alpha / beta): -8.163 / -9.684 eV
highest occupied orbital energy (alpha / beta): -0.5648 / -0.5782 Eh
multiplicity: 3
charge: +2



A cluster of 3 separate species, C9H20B3IO9 in total in a non-equilibrium geometry, computed with wB97M-V/def2-TZVPD.

XYZ file:
```
42
Properties=species:S:1:pos:R:3:nbo_charge:R:1
C -0.621 3.707 -1.946 -0.673
C -0.252 2.147 -2.296 -0.292
I 0.183 1.966 -4.464 0.063
C -1.359 1.044 -1.800 -0.851
B -2.887 1.621 -1.614 1.232
O -3.956 1.110 -2.543 -0.925
B -4.531 2.294 -3.259 0.984
O -4.734 3.556 -2.517 -0.913
B -4.508 3.312 -1.051 1.036
O -3.302 2.596 -0.548 -0.925
H -0.724 3.851 -0.766 0.234
H 0.332 4.351 -2.267 0.230
H -1.528 4.147 -2.546 0.223
H 0.750 1.903 -1.695 0.246
H -1.415 0.219 -2.661 0.265
H -0.958 0.532 -0.811 0.257
H -4.797 2.197 -4.401 -0.092
H -5.348 3.723 -0.312 -0.101
C 2.685 -1.211 0.747 -0.257
O 3.331 -1.966 -0.277 -0.496
C 3.148 -1.478 -1.530 0.983
O 2.501 -0.486 -1.826 -0.646
O 3.810 -2.285 -2.396 -0.495
C 3.705 -1.891 -3.763 -0.258
H 2.898 -1.691 1.706 0.206
H 3.078 -0.189 0.778 0.189
H 1.601 -1.206 0.598 0.188
H 4.138 -0.896 -3.912 0.194
H 2.662 -1.913 -4.092 0.195
H 4.272 -2.606 -4.366 0.197
C -1.155 -0.761 3.359 -0.257
O 0.121 -1.347 3.607 -0.502
C 0.146 -2.207 4.657 0.980
O -0.803 -2.498 5.368 -0.633
O 1.409 -2.686 4.779 -0.499
C 1.586 -3.610 5.851 -0.257
H -1.059 -0.092 2.499 0.195
H -1.893 -1.532 3.114 0.195
H -1.483 -0.169 4.220 0.196
H 0.958 -4.495 5.706 0.194
H 1.368 -3.132 6.812 0.194
H 2.632 -3.928 5.854 0.197
```

maximum force: 4.84 eV/Å
HOMO-LUMO gap: 9.64 eV
structure (SMILES): C[C@H](I)CB1OBOBO1.COC(=O)OC.COC(=O)OC
LUMO energy: 0.246 eV
highest occupied orbital energy: -0.3452 Eh



A cluster of 3 separate species, C9H20BNO7P2 in total in a non-equilibrium geometry, computed with wB97M-V/def2-TZVPD.

XYZ file:
```
40
Properties=species:S:1:pos:R:3:nbo_charge:R:1
C 6.675 -2.510 2.356 -1.013
B 6.626 -1.071 1.756 0.752
O 7.614 -0.206 2.044 -0.860
P 5.174 -0.459 0.602 -0.241
P 3.340 -1.358 1.276 1.976
N 2.821 -2.325 0.207 -1.346
O 3.592 -2.005 2.728 -0.996
O 2.287 -0.172 1.615 -0.989
H 6.432 -2.529 3.408 0.255
H 6.012 -3.157 1.806 0.241
H 7.677 -2.904 2.258 0.242
H 7.682 0.455 1.333 0.498
H 5.384 -1.140 -0.600 0.073
H 1.908 -2.077 -0.162 0.408
H 3.063 -1.532 3.396 0.504
H 2.738 0.509 2.141 0.494
O 0.177 -1.216 -1.411 -0.572
C -0.759 -1.089 -0.681 0.793
C -0.738 -0.838 0.815 -0.530
C -2.174 -1.172 1.226 -0.430
C -2.947 -0.841 -0.045 -0.070
O -2.035 -1.125 -1.125 -0.489
H -0.492 0.210 0.987 0.237
H -0.001 -1.470 1.298 0.245
H -2.529 -0.625 2.097 0.222
H -2.256 -2.238 1.443 0.210
H -3.229 0.212 -0.100 0.181
H -3.841 -1.445 -0.169 0.204
O -5.891 1.842 -0.356 -0.566
C -5.388 2.206 -1.375 0.789
C -5.072 3.629 -1.801 -0.529
C -4.822 3.480 -3.303 -0.429
C -4.305 2.048 -3.390 -0.072
O -4.975 1.341 -2.329 -0.490
H -4.180 3.957 -1.266 0.235
H -5.902 4.288 -1.567 0.244
H -4.130 4.210 -3.716 0.223
H -5.764 3.567 -3.843 0.211
H -3.229 1.981 -3.222 0.183
H -4.542 1.566 -4.334 0.201
```

maximum force: 1.82 eV/Å
HOMO-LUMO gap: 8.69 eV
structure (SMILES): CB(O)PP(=N)(O)O.O=C1CCCO1.O=C1CCCO1
energy relative to the best compared isomer or geometry (same formula, charge and spin): 45.8 kJ/mol
LUMO energy: 0.077 eV
highest occupied orbital energy: -0.3166 Eh